1.
{
  "formula": "C3H11NO3S",
  "method": "ωB97M-V/def2-TZVPD",
  "elements": ["C", "O", "C", "C", "S", "N", "H", "H", "H", "H", "H", "H", "H", "H", "H", "O", "H", "H", "O"],
  "xyz": [[0.55203, -0.65766, -0.27680], [1.70076, -0.07353, -0.73463], [-0.39577, 0.21363, 0.65353], [-1.63905, 0.70600, -0.37868], [-2.83029, -0.65784, -0.38911], [-1.03485, -0.57482, 1.82757], [-0.23526, -0.90559, -1.12603], [0.83801, -1.62256, 0.24085], [0.16025, 0.93603, 1.31533], [-1.12503, 0.92144, -1.44243], [-1.91083, 1.68905, 0.06240], [-2.03771, -0.39097, 1.63092], [-1.19724, -1.63147, 1.78925], [2.85682, -0.60111, 1.50051], [2.90285, -0.52883, 0.02540], [3.50850, -0.82847, 0.88214], [2.70125, 2.23939, -1.65407], [1.65932, 1.14206, -0.95723], [1.89237, 2.36825, -1.14006]],
  "atomic_forces_ev_per_a": [[-2.335, -1.027, 0.001], [0.444, 0.866, -0.614], [-0.431, -1.684, 0.166], [3.131, 0.528, 0.341], [-0.929, 0.612, -0.882], [-0.988, -0.815, -0.143], [1.846, -0.169, 1.228], [-0.458, 0.689, -0.293], [-0.401, 0.126, -1.654], [-1.145, -0.432, 2.384], [-0.651, -0.495, -0.519], [0.349, 0.261, 0.514], [1.350, 1.682, -0.900], [-1.279, 0.442, 1.770], [0.696, -0.374, 1.282], [0.600, -0.105, -2.750], [-0.116, 0.212, 0.094], [0.374, 0.789, 0.153], [-0.057, -1.107, -0.178]],
  "e_above_lowest_kj_mol": 225.80,
  "spin_multiplicity": 1,
  "total_charge": -2,
  "homo_ev": 0.07,
  "lumo_energy_ev": 5.9,
  "orbital_gap_ev": 5.86
}

2.
{
  "formula": "C3H11NO3S",
  "method": "ωB97M-V/def2-TZVPD",
  "elements": ["N", "C", "C", "O", "C", "S", "H", "H", "H", "H", "H", "H", "H", "O", "H", "H", "O", "H", "H"],
  "xyz": [[0.62288, -2.35368, 0.83857], [0.15429, -1.79745, -0.43247], [1.18350, -1.69204, -1.54832], [0.93301, -1.83711, -2.71384], [-0.11742, -0.27633, -0.11652], [-1.83615, 0.21588, 0.06170], [1.63006, -2.20530, 0.83645], [0.52703, -3.33236, 0.95066], [-0.93138, -2.18799, -0.64260], [2.24052, -1.65275, -1.15820], [0.53068, 0.18094, 0.60558], [0.07210, 0.46793, -0.96654], [-2.05712, -0.19500, 1.39470], [-0.24056, 3.12731, -0.51681], [-1.04564, 3.59271, -0.72532], [-0.02248, 2.50277, -1.29253], [-0.35710, 2.64426, 2.07524], [-0.36389, 2.89945, 1.11862], [-0.92233, 1.89875, 2.23161]],
  "atomic_forces_ev_per_a": [[0.967, 0.922, -0.606], [-2.393, 1.545, 0.994], [-0.358, -2.306, 0.021], [0.267, 0.580, 0.143], [-0.264, 1.583, -2.007], [-0.649, -0.728, 2.094], [0.033, 0.114, 0.528], [-0.470, -1.123, -0.295], [2.465, 0.279, -0.354], [-0.326, 0.476, -0.261], [0.178, -0.310, 0.964], [0.224, -1.587, 0.285], [0.200, 0.326, -1.467], [1.208, -1.341, -2.059], [-0.459, 0.105, -0.434], [-0.751, 1.694, 1.848], [0.701, 1.001, -0.070], [-0.133, -0.882, 1.026], [-0.442, -0.347, -0.351]],
  "smiles": "N[C@H](C=O)CS.O.O",
  "e_above_lowest_kj_mol": 223.45,
  "spin_multiplicity": 1,
  "total_charge": 0,
  "homo_ev": -9.27,
  "lumo_energy_ev": 0.3,
  "orbital_gap_ev": 9.60
}

3.
{
  "formula": "C3H11NO4",
  "method": "ωB97M-V/def2-TZVPD",
  "elements": ["N", "C", "C", "O", "C", "O", "H", "H", "H", "H", "H", "H", "H", "O", "H", "H", "O", "H", "H"],
  "xyz": [[-0.25182, 0.62518, -0.66977], [0.65948, 0.52791, 0.47321], [1.71869, -0.46094, 0.04978], [2.79565, -0.07342, -0.35355], [-0.13660, 0.04138, 1.71173], [-1.13338, 1.01022, 2.02004], [-0.53752, 1.59273, -0.72847], [-1.04496, 0.01303, -0.66210], [1.02341, 1.52313, 0.69993], [1.52012, -1.53751, -0.02919], [-0.60007, -0.88585, 1.33810], [0.33567, -0.24772, 2.64852], [-1.77572, 1.00100, 1.30882], [1.38359, 0.70493, -3.61396], [2.33198, 0.56636, -3.48812], [1.17807, 1.04354, -2.73396], [-3.74859, -2.17452, 0.92519], [-3.98986, -2.60119, 0.10061], [-4.30522, -1.42996, 1.03542]],
  "atomic_forces_ev_per_a": [[0.714, 1.117, -0.140], [-0.926, -1.155, 1.249], [1.552, 1.146, -0.766], [-0.333, -0.271, 0.318], [-0.941, -0.360, -1.017], [0.236, -0.203, 0.377], [-0.381, -0.151, -0.305], [-0.275, -0.345, 0.128], [0.649, -0.040, -0.247], [-0.572, -0.145, 0.305], [-0.228, -0.059, 0.332], [0.626, 0.489, -0.194], [-0.116, 0.048, -0.074], [0.588, 0.163, 0.460], [-0.014, -0.176, -0.458], [-0.612, -0.098, 0.050], [1.145, -1.066, -0.002], [-0.156, 0.069, -0.065], [-0.956, 1.035, 0.049]],
  "smiles": "N[C@H](C=O)CO.O.O",
  "e_above_lowest_kj_mol": 267.27,
  "spin_multiplicity": 1,
  "total_charge": 0,
  "homo_ev": -9.66,
  "lumo_energy_ev": 0.3,
  "orbital_gap_ev": 9.91
}

4.
{
  "formula": "C3H11NO4",
  "method": "ωB97M-V/def2-TZVPD",
  "elements": ["C", "N", "C", "C", "O", "O", "H", "H", "H", "H", "H", "H", "H", "H", "H", "O", "H", "H", "O"],
  "xyz": [[0.67081, -0.72424, -1.02774], [0.47339, -1.09009, 0.38451], [-0.77863, -1.27693, 0.98974], [-1.90706, -0.42575, 0.79468], [-1.60691, 1.01543, 0.87006], [-2.26732, -0.53914, -1.18322], [0.30829, 0.25083, -1.32924], [1.80473, -0.65752, -1.13722], [0.20138, -1.56025, -1.65961], [1.09518, -0.57602, 1.04077], [-2.92867, -0.89554, 0.80976], [-0.77807, -2.14678, 1.64870], [-1.00505, 0.47684, 0.20233], [1.86298, 1.95080, 0.07401], [3.50118, 1.35119, 1.11842], [2.79061, 0.88483, 0.63969], [0.28350, 2.06813, 0.05936], [-2.77632, -0.62111, -2.01454], [1.05599, 2.51532, -0.28046]],
  "atomic_forces_ev_per_a": [[1.317, -1.143, -0.599], [-3.421, 0.689, 0.933], [3.897, -0.406, -1.985], [-4.703, 1.012, -1.048], [0.132, -7.027, -1.745], [2.132, 0.932, 0.936], [-0.396, 0.287, -0.082], [-1.532, -0.200, 0.154], [0.668, 1.441, 0.983], [1.867, -0.684, 0.230], [0.992, 1.250, 1.005], [-0.346, 0.688, 0.658], [0.882, 4.317, -0.600], [-0.849, 0.229, -0.147], [-0.535, -0.557, -0.004], [-0.209, -0.185, 0.031], [-0.113, 0.191, 0.296], [-0.504, -0.572, 1.166], [0.723, -0.263, -0.182]],
  "e_above_lowest_kj_mol": 1182.46,
  "spin_multiplicity": 1,
  "total_charge": 0,
  "homo_ev": -8.54,
  "lumo_energy_ev": -4.5,
  "orbital_gap_ev": 4.02
}

5.
{
  "formula": "C3H11NO4",
  "method": "ωB97M-V/def2-TZVPD",
  "elements": ["N", "C", "O", "C", "C", "O", "H", "H", "H", "H", "H", "H", "H", "O", "H", "H", "O", "H", "H"],
  "xyz": [[-0.24001, 1.15229, -1.46242], [-0.45723, 0.06123, -0.56734], [-1.44385, 0.08409, 0.13651], [0.46168, -1.10163, -0.92202], [1.86303, -1.20870, -0.35360], [2.20602, -2.51869, 0.02789], [-0.82045, 1.98011, -1.46507], [0.74077, 1.40157, -1.45605], [-0.11401, -2.02470, -0.57210], [0.35767, -1.26927, -2.03181], [2.70491, -0.87473, -0.99199], [1.95088, -0.51879, 0.46880], [2.11261, -3.11359, -0.72117], [-2.20178, 2.82135, 0.15025], [-2.21394, 1.83200, 0.02830], [-1.41622, 2.86845, 0.71778], [-1.15267, 0.52164, 2.91025], [-0.75980, 0.09415, 3.69282], [-1.57760, -0.18679, 2.41099]],
  "atomic_forces_ev_per_a": [[1.191, -0.904, 0.780], [-0.588, 2.254, -2.287], [0.301, -1.112, 0.274], [-2.000, -2.375, -0.413], [1.104, 0.554, -0.851], [-0.212, -0.271, 0.770], [-0.328, -0.147, 0.666], [0.059, -0.022, -0.628], [0.816, 1.158, 0.137], [0.575, 0.655, 0.918], [-0.810, 0.208, -0.461], [-0.065, -0.288, 0.946], [0.011, 0.114, -0.100], [0.569, -1.334, -0.102], [-0.393, 1.061, 0.269], [-0.324, 0.356, 0.057], [0.316, -0.288, 0.611], [-0.322, 0.251, -0.517], [0.100, 0.131, -0.069]],
  "smiles": "NC(=O)CCO.O.O",
  "e_above_lowest_kj_mol": 185.93,
  "spin_multiplicity": 1,
  "total_charge": 0,
  "homo_ev": -10.41,
  "lumo_energy_ev": 0.5,
  "orbital_gap_ev": 10.90
}

6.
{
  "formula": "C3H11NO4",
  "method": "ωB97M-V/def2-TZVPD",
  "elements": ["O", "C", "C", "N", "C", "O", "H", "H", "H", "H", "H", "H", "H", "H", "H", "O", "H", "H", "O"],
  "xyz": [[0.49170, 1.11252, 0.64239], [0.36249, -0.09575, 0.06236], [-0.78017, -0.78627, 0.33831], [-1.92347, -0.34471, 0.99039], [-3.09908, -0.12759, 0.09253], [-2.87053, 0.63992, -0.88099], [1.12112, -0.36106, -0.68810], [-0.95319, 1.32657, -2.23212], [-0.84190, -1.79361, -0.10206], [-1.69743, 0.49063, 1.57168], [-4.02800, 0.02914, 0.71296], [-3.32209, -1.18742, -0.26637], [-0.48231, 1.44294, -2.75104], [1.51360, 1.27335, 0.78207], [3.67006, 1.40449, 1.08789], [2.99855, 1.00386, 0.38454], [3.73706, -2.08419, 0.17049], [3.11381, -0.47127, 0.12367], [2.98978, -1.47154, -0.03861]],
  "atomic_forces_ev_per_a": [[-1.262, -4.232, -1.075], [3.494, 6.039, 1.498], [-5.314, -2.475, 1.247], [4.897, 1.139, -0.475], [-2.219, -3.504, 1.299], [0.063, 1.438, -1.210], [-0.295, -0.475, 0.447], [-0.840, -0.179, 0.897], [-0.353, 0.587, -0.284], [-0.325, -0.442, -0.516], [0.692, 0.408, -0.343], [-0.099, 0.654, -0.209], [0.914, 0.188, -0.945], [2.606, 0.391, -1.092], [-1.989, -1.317, -2.337], [0.283, 1.745, 2.951], [-0.852, 1.258, -0.078], [0.814, -0.679, 0.442], [-0.212, -0.545, -0.217]],
  "e_above_lowest_kj_mol": 811.17,
  "spin_multiplicity": 2,
  "total_charge": 1,
  "homo_ev": [-13.86, -13.82],
  "s_squared": 0.757,
  "lumo_energy_ev": [-9.3, -9.3],
  "orbital_gap_ev": [4.60, 4.54]
}

Which M belongs to each record? In order, 141.19, 141.19, 125.12, 125.12, 125.12, 125.12 u.